# 1
Below is the molecule C8H15N3O4 in a non-equilibrium geometry, with properties calculated with the ωB97M-V functional and the def2-TZVPD basis.

XYZ file:
```
30
Properties=species:S:1:pos:R:3:forces:R:3:mulliken_charge:R:1
C 1.3436 2.2339 0.1369 0.8 0.8 2.8 -1.50
C 1.6752 0.8781 -0.4270 2.9 3.2 -1.4 0.45
N 0.9599 -0.0792 0.1740 -4.6 -2.2 2.5 -0.10
C 0.4464 -1.2074 -0.2298 -0.3 -4.5 -2.7 0.24
O 1.0116 -1.9250 -1.1170 -1.4 1.6 1.4 -0.80
C -0.9080 -1.8008 0.5415 2.4 2.3 1.5 0.29
N -0.9746 -1.0302 1.8607 -2.5 1.1 -4.2 -0.67
C -2.2219 -1.7092 -0.2687 1.6 1.7 -1.6 -0.99
C -2.4877 -0.3286 -1.0138 1.8 0.8 -0.6 -0.43
C -2.6984 0.9292 -0.1687 -2.4 -0.2 3.2 0.54
N -2.5947 2.1624 -0.7955 -0.7 -0.6 -1.5 -0.48
O -3.2257 0.8242 0.9827 2.1 0.4 -2.8 -0.69
C 3.0834 0.4039 -0.0100 0.1 1.0 -0.5 0.49
O 3.6976 0.9255 0.8678 0.5 0.6 0.3 -0.54
O 3.4992 -0.7114 -0.5752 1.4 -0.2 0.2 -0.51
H 0.3429 2.5818 -0.0394 -0.6 -0.2 -0.8 0.36
H 1.3143 2.1482 1.3033 0.8 0.5 -1.9 0.33
H 2.0645 3.0037 -0.2566 -0.6 -0.8 0.8 0.33
H 1.4543 1.0713 -1.4702 0.4 -1.2 -0.7 0.22
H 0.4952 0.1329 1.0263 -0.6 0.9 1.2 0.31
H -0.6129 -2.8196 0.7048 -0.2 -0.6 0.1 0.47
H -1.8762 -0.5046 1.8210 1.2 -0.5 1.0 0.16
H -0.5963 -1.2753 2.7237 0.4 -1.1 1.1 0.12
H -2.1001 -2.3790 -1.1436 -0.4 -0.1 0.8 0.38
H -3.0721 -1.9178 0.3548 -0.3 -0.4 0.2 0.43
H -3.5300 -0.3503 -1.3760 0.5 -0.5 -0.7 0.43
H -1.6705 -0.0959 -1.8881 -2.2 -0.8 2.0 0.23
H -3.1451 2.9306 -0.4013 0.4 -0.6 0.3 0.28
H -2.8413 2.0682 -1.8061 0.8 0.3 1.1 0.27
H 2.7812 -1.2678 -0.8567 -1.2 -0.7 -0.9 0.39
```
Positions in Å, forces in eV/Å.

## Properties
orbital gap = 9.6 eV
highest occupied orbital energy = -0.3411 hartree
structure (SMILES) = C[C@H](NC(=O)[C@@H](N)CCC(N)=O)C(=O)O
charge = 0
spin multiplicity = 1
lowest unoccupied orbital energy = 0.3 eV


# 2
Below is C8H15N4O2 as an isolated structure in a non-equilibrium geometry, with properties calculated with the ωB97M-V functional and the def2-TZVPD basis.

XYZ file:
```
29
Properties=species:S:1:pos:R:3:forces:R:3:mulliken_charge:R:1
C 1.1515 1.2649 0.3044 2.0 2.7 -0.3 0.13
C 1.2263 -1.1247 -0.1157 0.1 -0.4 -0.9 0.81
C -0.9050 1.2475 -1.0203 -1.0 -0.8 0.4 -0.87
C -2.3943 0.8399 -1.2911 -0.2 2.3 0.0 -0.55
C -2.5442 -0.4460 0.5529 4.3 -0.2 1.0 -0.85
C -0.3007 1.0939 0.4942 -0.2 0.0 -3.2 0.15
C -0.6485 -0.2013 1.0862 -4.3 0.1 -0.5 0.05
C 3.0931 0.1760 -0.7058 2.8 2.5 -0.5 -1.22
N 1.7695 0.1006 -0.2208 0.2 -0.9 0.9 0.05
N 0.0791 -1.2439 0.4703 -0.5 1.3 0.2 -0.18
N 1.7607 -2.2411 -0.6407 1.8 1.1 -0.5 -0.40
N -0.6702 -0.3595 2.4618 -1.9 0.1 1.5 -0.43
O 1.8155 2.3072 0.3812 -1.8 -2.6 0.0 -0.58
O -2.6583 -0.4291 -0.7982 -0.5 -1.0 0.8 -0.34
H -0.3602 0.7604 -1.8414 0.4 0.0 0.7 0.28
H -0.8782 2.2860 -1.1832 0.3 1.4 -0.5 0.45
H -3.1999 1.6332 -0.9828 1.5 -1.4 0.1 0.32
H -2.5413 0.7932 -2.3685 0.2 -0.1 -0.1 0.36
H -2.5808 -1.4041 1.0380 -0.8 -0.5 -0.3 0.55
H -3.0148 0.3459 1.0925 -0.5 0.6 0.3 0.48
H -0.6896 1.9239 0.9974 -0.5 1.0 1.2 0.59
H 3.1498 -0.4151 -1.6150 0.4 0.1 -0.1 0.51
H 3.2204 1.3081 -0.9982 0.2 -2.4 0.6 0.33
H 3.9397 -0.1176 0.0355 -1.7 0.5 -1.1 0.27
H -0.2939 -2.1082 0.6558 -0.8 -2.6 0.3 0.27
H 2.6688 -2.2358 -1.1493 -1.4 -0.1 0.8 0.22
H 1.1785 -3.0484 -0.6848 -0.1 -0.5 -0.1 0.20
H -1.4969 -0.1407 3.0444 0.9 -0.1 -1.0 0.22
H 0.1242 -0.5652 3.0012 1.2 -0.1 0.4 0.16
```
Positions in Å, forces in eV/Å.

## Properties
orbital gap = 8.9 eV
highest occupied orbital energy = -0.4445 hartree
charge = +1
spin multiplicity = 1
lowest unoccupied orbital energy = -3.2 eV


# 3
Below is C8H15NO13Y as an isolated structure in a non-equilibrium geometry, with properties calculated with the ωB97M-V functional and the def2-TZVPD basis.

XYZ file:
```
38
Properties=species:S:1:pos:R:3:forces:R:3:mulliken_charge:R:1
Y 10.2630 19.0098 14.5650 3.4 1.4 -0.7 1.62
O 12.1235 17.1277 11.2564 0.5 -0.1 -0.6 -0.50
C 11.5865 17.7025 12.3136 -1.8 0.2 2.2 1.00
O 11.1598 17.0224 13.2715 -0.4 -3.4 1.2 -0.69
O 11.3521 18.8847 12.4402 0.8 4.3 -1.9 -0.63
H 12.0420 16.2083 11.5201 0.3 -0.6 -0.3 0.31
O 13.7121 16.6915 15.9656 0.7 -1.7 0.4 -0.57
C 13.2334 17.8671 16.3972 2.6 2.9 1.9 0.43
O 13.8252 18.6026 17.1772 1.5 -1.4 0.9 -0.68
O 12.2046 18.2465 15.8741 -6.1 0.3 -3.0 -0.38
H 12.9144 16.2741 15.6324 0.0 -0.3 -0.6 0.34
O 6.7484 21.0333 13.1966 1.5 -0.5 -0.4 -0.48
C 7.9654 20.5172 13.5374 1.1 -1.8 1.2 0.98
O 8.5958 20.8118 14.5428 -0.6 4.6 5.1 -0.65
O 8.5651 19.5678 13.0369 -1.6 -3.6 -5.6 -0.74
H 6.7081 21.8294 13.7316 -0.2 0.3 0.3 0.33
O 12.8613 22.9124 14.8228 -0.1 -0.8 -0.3 -0.54
C 12.3779 21.7740 15.4275 -0.1 -1.3 3.3 0.57
O 11.6329 21.0186 14.7568 -1.8 -1.0 -2.8 -0.86
O 12.6296 21.5108 16.5940 0.7 1.5 0.4 -0.63
H 12.6449 22.6473 13.9259 0.0 0.7 -0.8 0.31
C 8.5588 18.2090 18.8363 -1.4 -0.2 0.1 -1.64
C 9.0304 17.9720 17.3956 0.5 -0.6 -0.2 0.48
C 8.1074 17.4204 16.2998 -1.0 0.5 1.5 -0.76
O 8.7262 17.1902 15.0716 1.1 0.5 -0.1 0.00
C 8.0298 16.3204 14.1906 0.9 -0.7 -0.5 -0.95
N 9.6524 19.1992 16.9399 -0.1 0.1 0.5 -0.36
H 9.3460 18.5846 19.4901 0.6 -0.9 -0.2 0.43
H 8.0090 17.3638 19.2503 0.5 -0.3 0.3 0.39
H 7.8653 19.0319 19.0092 -0.5 0.3 -0.9 0.40
H 9.7621 17.1646 17.4217 0.7 0.3 0.3 0.14
H 7.3726 18.1856 16.0493 -1.1 -0.4 0.6 0.37
H 7.8266 16.4461 16.6997 -1.1 0.1 -0.1 0.39
H 8.4037 16.5977 13.2050 -0.4 -0.2 0.0 0.24
H 6.9416 16.2856 14.2441 0.0 0.9 0.2 0.42
H 8.3449 15.2992 14.4047 0.2 -0.1 0.0 0.33
H 10.3116 19.3830 17.6827 1.3 0.4 -0.6 0.30
H 8.9751 19.9221 17.1367 -0.4 0.5 -0.5 0.28
```
Positions in Å, forces in eV/Å.

## Properties
orbital gap = 6.9 eV
highest occupied orbital energy = -0.1743 hartree
charge = -1
spin multiplicity = 1
lowest unoccupied orbital energy = 2.2 eV


# 4
Below is the molecule C8H15NO2Si in a non-equilibrium geometry, with properties calculated with the ωB97M-V functional and the def2-TZVPD basis.

XYZ file:
```
27
Properties=species:S:1:pos:R:3:forces:R:3:mulliken_charge:R:1
C -0.4802 2.4928 1.1265 1.1 -0.6 -1.0 -1.59
C -0.3540 1.0804 0.5269 -1.2 1.6 1.3 0.07
C -1.3874 0.4587 -0.0431 0.6 0.3 -0.5 -0.54
Si -0.8462 -1.1089 -0.9244 0.8 -0.3 0.7 0.41
C -0.5095 -0.8928 -2.7546 1.4 1.4 0.0 -1.11
C -2.0570 -2.5310 -0.4738 3.8 0.1 0.9 -1.16
C 0.9167 -1.0007 0.0360 -0.7 1.6 -2.4 -1.38
C 0.9702 0.4710 0.7009 0.5 -5.3 -0.6 1.76
C 1.4804 0.2254 2.1323 0.2 2.4 0.6 -1.73
N 1.8952 1.2385 -0.1748 -1.7 0.5 0.1 0.83
O 1.6718 1.1586 -1.3948 1.5 0.9 1.7 -0.56
O 2.5665 2.0090 0.4753 1.3 0.5 -1.6 -0.59
H 0.5734 2.9445 1.0643 -1.8 -0.2 0.8 0.29
H -0.9413 2.4042 2.1283 0.6 0.5 -0.4 0.30
H -1.1256 3.0355 0.4339 0.0 0.3 0.4 0.52
H -2.2517 1.1162 -0.0754 -0.4 -0.5 -0.3 0.44
H -1.2447 -1.3158 -3.4321 -0.2 0.3 -0.1 0.35
H -0.3039 0.2289 -2.8749 -0.8 -1.4 -0.2 0.28
H 0.4849 -1.3031 -3.0376 -0.6 -0.1 0.3 0.34
H -2.0547 -3.4495 -1.0199 0.5 -0.5 -0.6 0.36
H -1.5785 -2.7410 0.5380 -1.6 0.1 -0.7 0.24
H -3.0134 -2.1489 -0.5726 -2.0 0.8 0.8 0.39
H 1.6949 -0.9705 -0.7721 -0.7 -0.6 0.8 0.35
H 1.1470 -1.7522 0.7430 0.2 -0.8 0.7 0.50
H 1.1166 1.0077 2.8540 1.0 -0.3 -0.7 0.26
H 2.5516 -0.0218 2.2291 -0.2 0.9 -0.4 0.41
H 1.0790 -0.6353 2.5613 -1.4 -1.6 0.1 0.54
```
Positions in Å, forces in eV/Å.

## Properties
orbital gap = 9.7 eV
highest occupied orbital energy = -0.3555 hartree
structure (SMILES) = CC1=C[Si](C)(C)C[C@@]1(C)[N+](=O)[O-]
charge = 0
spin multiplicity = 1
lowest unoccupied orbital energy = 0.1 eV


# 5
Below is a 2-piece molecular cluster, C8H15NO3 overall in a non-equilibrium geometry, with properties calculated with the ωB97M-V functional and the def2-TZVPD basis.

XYZ file:
```
27
Properties=species:S:1:pos:R:3:forces:R:3:mulliken_charge:R:1
C 1.4374 1.5269 2.6197 -2.0 -0.4 0.5 -0.67
C 0.1074 1.2547 2.7234 1.7 -0.8 0.0 -0.20
C -0.8912 2.1972 2.1905 0.3 0.6 -0.3 0.61
O -0.5605 3.1982 1.5778 -0.4 -0.3 0.3 -0.61
C -2.3603 1.8942 2.3751 -0.6 -0.1 -0.3 -0.40
O -2.5609 0.5652 2.8585 -0.9 0.2 -0.1 -0.51
H 2.1740 0.7749 2.9001 -0.1 0.4 0.0 0.28
H 1.7131 2.5245 2.3030 0.3 -0.1 -0.2 0.28
H -0.2540 0.2865 3.0967 0.2 0.5 -0.2 0.32
H -2.7718 2.6534 3.0561 0.1 -0.1 0.0 0.32
H -2.8579 2.0615 1.4003 0.3 -0.1 0.3 0.29
H -3.5242 0.3675 2.8730 1.1 0.3 0.0 0.29
C 0.4081 1.0560 -1.0098 0.0 -0.2 0.3 -0.87
C 1.3641 0.1991 -1.8690 0.0 -0.1 -0.1 -0.28
C 1.1193 -1.2472 -1.5754 0.5 -0.4 -0.6 -0.26
N 1.0200 -2.1291 -2.4834 -0.4 1.3 0.0 -0.46
O 0.6154 -3.3605 -2.0025 0.0 -0.4 -0.4 -0.17
C 0.2330 -4.0802 -3.1756 0.0 -0.5 -0.1 -0.49
H -0.0783 0.4209 -0.2403 0.5 0.5 -0.2 0.17
H 0.9190 1.9123 -0.5562 -0.1 -0.4 0.2 0.28
H -0.4036 1.4875 -1.5674 -0.4 0.0 -0.5 0.35
H 1.2779 0.3743 -2.9553 0.0 0.0 0.5 0.22
H 2.3897 0.4374 -1.5770 0.1 0.0 -0.1 0.23
H 1.0739 -1.5472 -0.5428 -0.4 -0.1 0.5 0.50
H -0.4513 -3.4853 -3.7992 0.2 -0.2 0.3 0.27
H -0.2632 -5.0050 -2.8625 0.1 0.2 0.1 0.26
H 1.1249 -4.3377 -3.7581 -0.2 0.1 0.0 0.24
```
Positions in Å, forces in eV/Å.

## Properties
orbital gap = 9.3 eV
highest occupied orbital energy = -0.3395 hartree
structure (SMILES) = C=CC(=O)CO.CC/C=N/OC
charge = 0
spin multiplicity = 1
lowest unoccupied orbital energy = 0.0 eV


# 6
Below is C8H15NO3S as an isolated structure in a non-equilibrium geometry, with properties calculated with the ωB97M-V functional and the def2-TZVPD basis.

XYZ file:
```
28
Properties=species:S:1:pos:R:3:forces:R:3:mulliken_charge:R:1
C -2.3992 -1.6550 -0.9040 1.3 -0.6 -1.4 -0.78
C -1.9068 0.4117 0.3848 2.3 -0.9 -1.9 -0.49
C -2.9009 -0.7716 0.2265 0.3 1.4 -2.2 -0.04
C -0.2722 -0.1635 -0.6575 -1.5 1.3 1.6 -0.57
C 1.2560 0.0492 1.4962 -4.0 -1.6 -0.5 -1.45
C 1.2518 1.7777 -0.4992 -0.4 2.7 5.2 -1.55
C 2.2704 -0.4128 -0.8400 -1.6 -1.6 0.1 -1.58
C 1.0933 0.3159 -0.0533 1.1 -0.7 0.6 1.42
N -2.4168 1.6844 -0.1381 -0.3 0.7 0.7 1.11
O -2.9803 1.6873 -1.2131 0.2 -0.3 -0.3 -0.61
O -2.3265 2.6731 0.5839 0.3 -0.5 -0.3 -0.63
O -2.9701 -1.4139 1.4108 -4.3 0.6 0.9 -0.56
S -0.5447 -1.9102 -0.7424 -1.1 -0.2 0.7 -0.12
H -2.9094 -2.6482 -0.8667 0.4 0.8 -0.4 0.40
H -2.4230 -1.1435 -1.9145 -0.8 -0.6 1.2 0.33
H -1.5248 0.5618 1.3958 -0.4 0.0 -0.3 0.46
H -3.9535 -0.5015 -0.1494 1.5 0.2 1.1 0.37
H -0.3968 0.2665 -1.6651 -0.2 0.1 0.5 0.64
H 0.6127 0.8168 2.0365 0.9 -1.0 -0.4 0.29
H 2.1953 -0.0477 1.9759 1.3 0.5 -0.2 0.46
H 0.7890 -1.0398 1.6887 0.7 2.4 -0.3 0.24
H 2.2182 2.3102 -0.2082 -0.9 -1.2 -0.3 0.36
H 1.2399 1.6388 -1.4925 -0.4 0.8 -3.8 0.57
H 0.4546 2.5703 -0.0396 1.4 -2.2 -1.4 0.20
H 3.1701 -0.0311 -0.3977 0.7 0.4 -0.3 0.50
H 2.1332 -0.1839 -1.9420 0.6 -0.5 1.2 0.33
H 2.3283 -1.5612 -0.6468 -0.5 1.9 -0.5 0.34
H -2.2074 -1.8202 1.6655 3.5 -1.7 0.7 0.37
```
Positions in Å, forces in eV/Å.

## Properties
orbital gap = 9.1 eV
highest occupied orbital energy = -0.3366 hartree
charge = 0
spin multiplicity = 1
lowest unoccupied orbital energy = -0.1 eV


In the order shown, the computed calculated total energy values come out to -779.0467, -683.0613, -1385.3666, -808.4235, -594.1751, -992.2981 Ha.
In the order shown, the computed relative energy (zero: lowest compared OMol25 entry of this formula, charge and spin) values come out to 60.82, 36.06, 56.99, 77.94, 114.51, 114.56 kcal/mol.